{"formula": "C21H45N7O30S3", "method": "the ωB97M-V functional and the def2-TZVPD basis", "lumo_energy_ev": -0.566, "orbital_gap_ev": 9.47, "charge": 0, "smiles": "C[N+](=O)[O-].C[N+](=O)[O-].C[N+](=O)[O-].C[N+](=O)[O-].C[N+](=O)[O-].C[N+](=O)[O-].C[N+](=O)[O-].O=S1(=O)OCCO1.O=S1(=O)OCCO1.O=S1(=O)OCCO1.O=C1CCCO1.O=C1CCCO1", "multiplicity": 1, "e_tot_ev": -126842.76784, "species": ["C", "N", "O", "O", "H", "H", "H", "C", "N", "O", "O", "H", "H", "H", "C", "N", "O", "O", "H", "H", "H", "C", "N", "O", "O", "H", "H", "H", "C", "N", "O", "O", "H", "H", "H", "C", "N", "O", "O", "H", "H", "H", "C", "N", "O", "O", "H", "H", "H", "O", "S", "O", "O", "C", "C", "O", "H", "H", "H", "H", "O", "S", "O", "O", "C", "C", "O", "H", "H", "H", "H", "O", "S", "O", "O", "C", "C", "O", "H", "H", "H", "H", "O", "C", "C", "C", "C", "O", "H", "H", "H", "H", "H", "H", "O", "C", "C", "C", "C", "O", "H", "H", "H", "H", "H", "H"], "positions_angstrom": [[-9.869829, -13.987402, -17.755192], [-10.202016, -15.085660, -16.827970], [-10.135792, -14.945867, -15.616790], [-10.344243, -16.178648, -17.346093], [-10.746642, -13.879186, -18.392752], [-9.017363, -14.269366, -18.365996], [-9.626640, -13.055430, -17.254630], [-11.461482, -9.807308, -16.682678], [-12.332604, -8.967320, -15.800094], [-12.828555, -7.957512, -16.236638], [-12.547368, -9.405945, -14.680063], [-11.925917, -10.779106, -16.520762], [-10.408939, -9.692601, -16.465800], [-11.757604, -9.526344, -17.690732], [-9.305132, -13.113124, -14.380152], [-9.347994, -13.897777, -13.114566], [-10.450149, -14.309878, -12.745706], [-8.341302, -14.121675, -12.478112], [-10.260527, -12.749241, -14.731915], [-8.992082, -13.950051, -15.021035], [-8.476882, -12.417020, -14.409028], [-14.061501, -13.323527, -8.836738], [-13.766744, -11.942202, -9.294606], [-14.272249, -11.610775, -10.339663], [-13.161489, -11.166389, -8.589349], [-15.136165, -13.491894, -8.878647], [-13.806217, -13.526608, -7.799496], [-13.545709, -14.012634, -9.498526], [-17.883924, -10.815532, -13.354467], [-17.268865, -11.835910, -14.227620], [-16.481826, -11.423338, -15.065591], [-17.561324, -13.002777, -14.070508], [-18.771439, -10.514688, -13.913697], [-17.246668, -9.950641, -13.219006], [-18.153972, -11.280101, -12.411857], [-15.249657, -13.712588, -18.788692], [-13.959752, -13.021223, -18.879915], [-13.395954, -12.693959, -17.857858], [-13.503567, -12.808828, -19.985232], [-15.993349, -13.131704, -19.332326], [-15.470892, -13.996613, -17.766167], [-15.207845, -14.634491, -19.372105], [-13.390141, -17.315030, -16.419794], [-13.746796, -17.026904, -17.871887], [-14.485495, -17.805798, -18.428938], [-13.145938, -16.109949, -18.378238], [-12.385425, -16.913092, -16.328899], [-13.448519, -18.387855, -16.290858], [-14.087438, -16.733260, -15.822834], [-7.476807, -10.823752, -10.132168], [-8.387772, -10.804119, -11.215234], [-7.875133, -11.061716, -12.526211], [-9.659061, -11.820255, -10.945443], [-10.896910, -11.175733, -11.212585], [-10.565418, -9.773504, -11.791567], [-9.316099, -9.491933, -11.233167], [-11.329256, -11.719422, -12.056014], [-11.563256, -11.167570, -10.358200], [-11.285638, -9.005488, -11.510313], [-10.615953, -9.774485, -12.885506], [-13.930210, -16.933500, -12.957773], [-12.741811, -17.716718, -12.902930], [-12.706514, -19.016415, -13.514590], [-11.492000, -16.774347, -13.434221], [-10.668801, -16.389274, -12.355613], [-10.834901, -17.458586, -11.286438], [-12.214866, -17.867705, -11.395478], [-9.602111, -16.439904, -12.581438], [-10.935249, -15.385735, -12.024914], [-10.636971, -17.126353, -10.273524], [-10.254606, -18.339662, -11.564016], [-19.174628, -14.429657, -20.289300], [-19.402665, -15.022826, -19.002638], [-20.676398, -15.659663, -18.792619], [-18.200385, -16.000367, -18.631252], [-17.776846, -15.811592, -17.246332], [-18.213875, -14.396996, -16.878673], [-19.145442, -13.928917, -17.852489], [-18.194408, -16.588335, -16.613165], [-16.699112, -15.926454, -17.304133], [-17.449019, -13.633314, -16.765096], [-18.751146, -14.459769, -15.931602], [-16.340651, -15.183562, -11.383903], [-17.062139, -15.806057, -10.650498], [-18.209746, -16.684489, -11.038917], [-18.767368, -17.161936, -9.691900], [-17.675073, -16.821817, -8.696288], [-16.882858, -15.810486, -9.318233], [-18.856418, -16.195400, -11.769474], [-17.946789, -17.548252, -11.657404], [-19.691907, -16.647447, -9.420782], [-19.043566, -18.215760, -9.676670], [-18.084699, -16.542945, -7.724070], [-16.977947, -17.629733, -8.445946], [-15.539973, -14.919400, -15.268219], [-14.655781, -14.410868, -14.629693], [-14.558052, -13.870449, -13.231247], [-13.593693, -12.719750, -13.435440], [-12.623094, -13.344298, -14.492510], [-13.423988, -14.303052, -15.186173], [-15.510383, -13.589654, -12.809337], [-14.049847, -14.662572, -12.677594], [-14.045375, -11.769982, -13.724910], [-13.018494, -12.482705, -12.539019], [-12.256262, -12.564525, -15.151804], [-11.895342, -13.849124, -13.859002]], "forces_ev_per_a": [[-0.50, 0.70, -0.50], [1.25, -2.16, -0.01], [-1.75, -1.13, -1.46], [-0.28, 0.70, -0.10], [0.06, 0.15, -0.03], [-0.07, -0.41, 0.10], [-0.26, -0.13, 0.37], [-1.79, -0.07, -0.58], [-0.05, 0.12, 0.57], [0.21, 0.06, -0.20], [0.27, 0.00, 0.02], [0.81, -0.35, 0.02], [-0.01, -0.03, 0.23], [0.55, 0.18, -0.07], [2.25, -0.67, -0.08], [-0.43, 1.28, 0.89], [1.95, 5.71, -1.77], [-0.13, 0.10, -0.70], [0.06, -0.07, 0.54], [0.24, 1.32, 0.15], [-0.16, 0.36, 0.84], [-0.25, -0.78, 0.47], [-0.98, 0.51, 0.72], [-0.06, -0.25, -0.94], [0.63, -0.35, 0.49], [0.04, 0.19, -0.59], [0.59, 0.57, -0.09], [-0.09, 0.01, -0.12], [-0.78, 0.05, 0.05], [1.04, 0.06, -0.17], [-0.25, -0.21, 0.06], [-0.31, 0.35, 0.08], [-0.08, 0.07, 0.26], [0.30, -0.18, -0.18], [-0.03, -0.04, -0.08], [-0.67, -1.00, -0.61], [0.61, 0.07, -0.45], [0.03, 0.10, 0.61], [-0.25, -0.09, -0.09], [-0.04, 0.35, 0.49], [0.01, 0.54, 0.15], [0.51, 0.05, -0.02], [-0.06, 0.52, -0.90], [1.00, -1.14, 1.32], [-0.45, 0.36, -0.31], [-0.33, 0.72, -0.67], [-0.04, -0.18, 0.30], [-0.12, 0.02, 0.19], [-0.07, -0.23, 0.12], [-0.61, 0.36, 0.13], [-1.08, -0.82, -0.56], [-0.43, 0.28, 0.30], [1.45, 0.76, 0.34], [-0.55, 0.17, -1.83], [-1.42, -0.61, 0.08], [1.82, 0.44, 0.33], [-0.30, -0.16, 0.46], [0.31, 0.05, 0.25], [0.22, -0.06, 0.47], [0.70, -0.15, 0.06], [0.13, -0.33, 0.16], [1.51, -0.14, -0.11], [0.01, 1.19, 0.16], [-1.32, -1.50, -0.36], [-0.13, -2.49, 2.59], [-0.27, -0.81, -0.97], [-0.83, 0.43, -0.20], [-0.14, 0.38, -0.67], [-0.55, -2.83, 1.17], [-0.07, 0.01, 0.00], [0.24, -0.06, 0.38], [0.26, -0.39, 1.05], [-1.15, 0.11, -0.89], [1.15, 0.38, 0.26], [-0.41, 0.46, 0.22], [0.65, 0.00, -1.14], [-0.55, 0.15, 1.37], [-0.06, -0.66, -0.93], [-0.21, 0.05, -0.05], [0.01, 0.02, 0.35], [0.29, -0.31, -0.17], [0.11, 0.19, 0.04], [-0.42, -0.05, 0.57], [0.75, 0.07, -1.11], [-0.55, -0.98, -0.22], [-1.00, -0.06, -0.28], [0.31, -0.79, 0.49], [-0.01, 0.51, 0.58], [-0.32, 0.51, 0.65], [0.88, 0.07, 0.29], [0.13, 0.23, -0.06], [0.27, -0.04, -0.08], [0.12, 0.72, -0.22], [-0.23, -0.23, -0.41], [-0.12, -0.08, 0.33], [0.27, -0.34, -0.42], [-0.18, 0.62, -0.42], [0.94, 0.21, -0.01], [-1.46, 0.43, 1.79], [0.22, 0.32, -0.71], [-0.02, -0.30, 0.15], [-0.40, 0.03, 0.25], [-0.23, -0.23, -0.37], [-0.22, -0.17, 0.04], [0.21, -0.32, -0.39], [0.13, 0.05, -1.11]]}